No. 1
A molecular structure, C14H19ClN2Pd in a non-equilibrium geometry, computed with ωB97M-V with the def2-TZVPD basis set.

Calculated values
HOMO (alpha / beta) ... -5.40 / -7.62 eV
ΔE to the lowest compared entry with this formula, charge and spin ... 77.4 kcal per mole
Expectation value of S² ... 2.0149
LUMO (alpha / beta) ... -0.56 / -1.18 eV

```
! RIJCOSX wB97M-V def2-TZVPD def2/J DEFGRID3
* xyz 0 3
C 0.91 0.74 2.64
C -0.62 -2.43 0.83
H 1.81 0.14 2.89
H 0.23 0.73 3.50
H 1.22 1.76 2.37
H -1.16 -2.57 -0.10
H 0.36 -2.93 0.78
H -1.18 -2.84 1.68
C 2.61 -0.35 -0.01
C 3.62 -0.18 -0.96
C 3.27 -0.27 -2.31
C 1.94 -0.50 -2.67
H 2.81 -0.29 1.07
H 4.63 0.03 -0.61
H 4.03 -0.16 -3.08
H 1.63 -0.55 -3.71
N 1.33 -0.54 -0.36
C 0.95 -0.60 -1.67
C -0.49 -0.74 -2.04
N -1.42 -0.58 -1.09
C -2.69 -0.90 -1.29
C -2.26 -1.27 -3.61
C -3.18 -1.22 -2.56
H -3.33 -0.92 -0.40
H -4.25 -1.43 -2.67
C -0.91 -1.06 -3.37
H -0.15 -1.14 -4.15
H -2.61 -1.46 -4.63
Pd -0.09 -0.50 1.32
C -2.03 -0.52 2.06
H -2.43 -1.53 2.17
H -2.67 0.09 1.42
H -1.85 -0.05 3.03
Cl -1.34 2.51 1.45
C -0.30 1.51 0.52
H -0.74 1.38 -0.47
H 0.70 1.95 0.47
*
```

The computed Mulliken charges, all in e, follow: -1.27, -1.05, 0.34, 0.32, 0.34, 0.32, 0.25, 0.46, -0.23, -0.75, -0.48, -0.92, 0.24, 0.41, 0.41, 0.26, 0.60, 0.87, 0.79, 0.17, -0.24, -0.59, -0.67, 0.27, 0.40, -0.80, 0.33, 0.39, 0.03, -1.01, 0.44, 0.21, 0.25, -0.17, -0.76, 0.37, 0.45

No. 2
C19H25ClFN3O2 in the gas phase, computed with ωB97M-V with the def2-TZVPD basis set.

Calculated values
HOMO ... -8.88 eV
ΔE to the lowest compared entry with this formula, charge and spin ... 0.0 kcal per mole
SMILES ... O=C(C[C@@H]1C(=O)NCCN1Cc1ccc(Cl)c(F)c1)NC1CCCCC1
LUMO ... 0.62 eV

```
! RIJCOSX wB97M-V def2-TZVPD def2/J DEFGRID3
* xyz 0 1
O -0.32 -2.27 0.39
C -0.89 -1.33 0.91
C -0.29 -0.53 2.06
C 0.47 0.73 1.56
C -0.55 1.63 0.86
O -1.61 1.92 1.40
N -0.27 2.06 -0.38
C 0.90 1.71 -1.14
C 1.42 0.37 -0.64
N 1.67 0.52 0.78
C 2.57 -0.49 1.32
C 3.96 -0.28 0.78
C 4.50 1.00 0.74
C 5.77 1.22 0.25
C 6.54 0.15 -0.19
Cl 8.14 0.40 -0.80
C 6.00 -1.13 -0.15
F 6.72 -2.18 -0.58
C 4.72 -1.35 0.33
N -2.10 -0.88 0.52
C -2.81 -1.40 -0.63
C -2.79 -0.39 -1.78
C -3.63 0.84 -1.46
C -5.06 0.44 -1.14
C -5.09 -0.52 0.04
C -4.25 -1.76 -0.26
H -1.09 -0.19 2.73
H 0.39 -1.17 2.61
H 0.77 1.28 2.47
H -0.95 2.68 -0.79
H 1.68 2.48 -1.01
H 0.64 1.66 -2.20
H 0.71 -0.43 -0.87
H 2.37 0.14 -1.12
H 2.23 -1.51 1.09
H 2.60 -0.37 2.41
H 3.90 1.83 1.08
H 6.19 2.21 0.22
H 4.33 -2.36 0.34
H -2.49 -0.06 0.97
H -2.27 -2.31 -0.92
H -1.76 -0.11 -1.99
H -3.19 -0.88 -2.67
H -3.20 1.38 -0.61
H -3.61 1.52 -2.32
H -5.66 1.33 -0.91
H -5.51 -0.04 -2.02
H -4.71 -0.01 0.93
H -6.12 -0.82 0.25
H -4.70 -2.31 -1.09
H -4.24 -2.43 0.61
*
```

The computed Mulliken charges, all in e, follow: -0.68, 0.32, -1.15, 0.37, -0.38, -0.70, 0.03, -0.98, -0.34, 0.23, -0.95, 0.15, -0.39, -0.61, 0.25, -0.20, 0.08, -0.34, -0.33, 0.16, -0.37, -0.81, -0.33, -0.88, -0.59, -1.01, 0.49, 0.49, 0.46, 0.33, 0.38, 0.40, 0.14, 0.52, 0.32, 0.51, 0.45, 0.42, 0.46, 0.30, 0.48, 0.18, 0.49, 0.13, 0.36, 0.37, 0.35, 0.29, 0.35, 0.42, 0.37

No. 3
A molecular structure, CH13O8V in a non-equilibrium geometry, computed with ωB97M-V with the def2-TZVPD basis set.

Calculated values
HOMO ... -10.17 eV
ΔE to the lowest compared entry with this formula, charge and spin ... 67.0 kcal per mole
LUMO ... -2.90 eV

```
! RIJCOSX wB97M-V def2-TZVPD def2/J DEFGRID3
* xyz 0 1
O 1.98 3.18 0.56
V 2.53 2.05 -0.41
O 3.42 1.01 0.39
C -0.23 0.50 0.46
O 0.65 0.94 -0.53
H 0.06 0.93 1.42
H -1.22 0.82 0.12
H -0.38 -0.59 0.52
O 1.88 -2.60 -0.03
H 1.58 -1.73 -0.28
H 1.16 -2.96 0.52
O -2.42 -2.41 -0.79
H -2.89 -1.98 -1.51
H -1.55 -2.02 -0.80
O -0.99 4.14 1.00
H -0.16 3.99 1.46
H -1.15 3.31 0.53
O -0.65 0.49 -3.40
H -0.73 1.38 -3.75
H -0.37 0.61 -2.48
O 0.01 -3.00 1.99
H -0.03 -3.75 2.59
H -0.49 -2.31 2.44
*
```

The computed Mulliken charges, all in e, follow: -0.58, 1.53, -0.55, -0.26, -0.37, 0.29, 0.26, -0.27, -0.64, 0.31, 0.36, -0.63, 0.32, 0.33, -0.63, 0.31, 0.34, -0.66, 0.30, 0.28, -0.59, 0.27, 0.29

No. 4
C4H9FN2S in the gas phase in a non-equilibrium geometry, computed with ωB97M-V with the def2-TZVPD basis set.

Calculated values
HOMO ... -8.14 eV
ΔE to the lowest compared entry with this formula, charge and spin ... 49.9 kcal per mole
SMILES ... C[C@@H](F)C(=S)N(C)N
LUMO ... 0.73 eV

```
! RIJCOSX wB97M-V def2-TZVPD def2/J DEFGRID3
* xyz 0 1
C 2.52 0.80 -0.12
C 1.31 -0.09 -0.17
F 1.33 -0.98 0.91
C -0.05 0.60 -0.04
S -0.48 2.19 0.22
N -1.06 -0.31 0.05
C -2.47 0.20 0.20
N -0.75 -1.61 -0.24
H 2.54 1.40 -0.99
H 2.43 1.52 0.70
H 3.50 0.29 -0.16
H 1.26 -0.68 -1.13
H -2.73 0.71 -0.75
H -3.11 -0.67 0.49
H -2.47 0.86 1.06
H -1.38 -2.17 -0.77
H -0.39 -2.05 0.74
*
```

The computed Mulliken charges, all in e, follow: -1.45, 0.74, -0.33, 0.00, -0.37, 0.28, -1.00, -0.69, 0.40, 0.35, 0.36, 0.21, 0.32, 0.36, 0.35, 0.21, 0.25

No. 5
C4H7NO2 in the gas phase, computed with ωB97M-V with the def2-TZVPD basis set.

Calculated values
HOMO ... -9.93 eV
ΔE to the lowest compared entry with this formula, charge and spin ... 31.3 kcal per mole
SMILES ... NC(=O)C[C@H]1CO1
LUMO ... 0.81 eV

```
! RIJCOSX wB97M-V def2-TZVPD def2/J DEFGRID3
* xyz 0 1
N -1.71 -0.23 1.64
C -0.44 -0.47 1.22
O 0.14 -1.52 1.46
C 0.20 0.64 0.40
C 1.12 0.06 -0.64
C 0.65 -0.20 -2.00
O 1.47 0.93 -1.71
H -2.16 -0.91 2.24
H -2.17 0.65 1.48
H 0.78 1.27 1.09
H -0.54 1.28 -0.08
H 1.94 -0.54 -0.26
H -0.39 0.03 -2.26
H 1.12 -0.98 -2.60
*
```

The computed Mulliken charges, all in e, follow: -0.38, 0.54, -0.61, -0.63, 0.06, -0.41, -0.45, 0.24, 0.20, 0.26, 0.31, 0.38, 0.22, 0.27

No. 6
A gas-phase ion, HO6S2 (charge -1) in a non-equilibrium geometry, computed with ωB97M-V with the def2-TZVPD basis set.

Calculated values
HOMO (alpha / beta) ... -2.20 / -6.20 eV
ΔE to the lowest compared entry with this formula, charge and spin ... 6.2 kcal per mole
Expectation value of S² ... 2.0088
LUMO (alpha / beta) ... 3.86 / 1.06 eV

```
! RIJCOSX wB97M-V def2-TZVPD def2/J DEFGRID3
* xyz -1 3
O -1.13 0.63 1.24
O 2.53 -0.39 -0.48
O 1.20 -1.65 1.13
O 0.29 2.28 0.09
O -1.50 -0.71 -0.88
O -0.88 0.51 -1.23
S 1.26 -1.04 -0.19
S -0.05 0.88 0.26
H -1.71 -0.51 0.07
*
```

The computed Mulliken charges, all in e, follow: -0.61, -0.51, -0.51, -0.56, -0.36, -0.20, 0.54, 0.80, 0.43